The following is a DFT calculation (ωB97M-V/def2-TZVPD) of a cluster of 4 separate species, C3H11O4S in total at a distorted geometry.

The spin multiplicity is 1. The total energy comes out at -22315.394 eV. As for the charge: -1.

Geometry as XYZ:
```
19
Properties=species:S:1:pos:R:3:forces:R:3:lowdin_charge:R:1
O -0.806438 1.048129 0.736305 0.349 -0.360 0.490 0.011
C -0.494451 -0.095658 0.453746 -1.365 0.148 -0.610 -0.276
C -0.507268 -0.532389 -0.986798 1.003 -0.554 0.835 -0.279
C 0.811052 -0.092421 -1.682910 -0.832 -0.005 -0.417 -0.794
S 0.551989 -0.118700 -3.483781 0.182 0.162 -0.041 0.124
H -0.300934 -0.819456 1.259975 0.346 -0.060 -0.028 0.098
H -0.663644 -1.597553 -1.102919 0.229 -0.384 0.125 0.095
H -1.338100 -0.084958 -1.488221 -0.445 0.662 -0.324 0.068
H 1.001911 0.922054 -1.308601 0.303 -0.023 -0.179 0.038
H 1.629926 -0.767028 -1.427099 0.008 0.061 0.243 0.028
H -1.272462 1.965301 -0.887034 0.183 0.555 0.089 -0.021
H -1.130683 2.508710 -2.307966 0.132 -0.005 0.133 0.016
O -1.239440 2.799679 -1.390287 -0.214 -0.289 -0.345 -0.098
H 1.936331 0.472737 0.700273 -0.300 0.103 0.363 0.019
H 2.998829 -0.522859 0.801982 -0.078 -0.262 0.431 0.045
O 2.272746 -0.173344 1.341499 0.478 0.222 -0.767 -0.066
H -0.483280 -1.167778 3.598550 -0.270 0.302 -0.389 0.022
H -1.903765 -1.848064 3.351769 0.493 0.465 -0.087 0.036
O -1.062318 -1.896402 3.821519 -0.201 -0.739 0.477 -0.065
```
Positions in Å, forces in eV/Å.


The following is a DFT calculation (ωB97M-V/def2-TZVPD) of the molecule C4H5NO at a distorted geometry.

The spin multiplicity is 1. The total energy comes out at -7763.937 eV. The SMILES is N#CC[C@H]1CO1. As for the charge: 0.

Geometry as XYZ:
```
11
Properties=species:S:1:pos:R:3:forces:R:3:lowdin_charge:R:1
N -2.198072 -1.608253 -1.309301 0.669 0.803 0.120 0.144
C -1.449744 -0.741968 -1.150781 -0.608 -0.838 -0.135 -0.218
C -0.491581 0.332673 -0.892752 0.118 -0.145 0.097 -0.118
C -0.120707 0.402340 0.581011 0.961 -1.348 -0.100 -0.309
C 1.235486 -0.044370 0.998804 0.588 -0.242 -0.276 -0.131
O 0.911420 1.316801 0.841616 -0.067 0.347 0.195 -0.006
H -0.893508 1.271805 -1.303600 0.052 -0.185 0.483 0.134
H 0.435568 0.137608 -1.447362 -0.202 -0.018 -0.060 0.127
H -0.598083 -0.146694 1.370901 -2.181 1.382 0.423 0.140
H 1.418320 -0.285334 2.053022 -0.191 -0.287 -0.480 0.124
H 1.750900 -0.634607 0.258443 0.860 0.531 -0.268 0.113
```
Positions in Å, forces in eV/Å.


The following is a DFT calculation (ωB97M-V/def2-TZVPD) of a structure of composition C29H41Br15O12 at a distorted geometry.

The spin multiplicity is 1. The total energy comes out at -1105942.331 eV. As for the charge: 0.

Geometry as XYZ:
```
97
Properties=species:S:1:pos:R:3:forces:R:3:lowdin_charge:R:1
O 2.938711 -2.639193 0.082370 -1.336 -0.284 0.688 0.051
C 3.679309 -2.665724 -0.848566 0.120 -0.060 -0.001 -0.524
O 4.903447 -2.169745 -0.691883 1.854 0.282 -0.299 0.016
C 5.593064 -2.111966 -1.958890 0.220 1.535 -0.199 -0.186
C 4.895815 -3.060843 -2.845225 -1.204 -1.297 -0.810 -0.145
C 3.462362 -3.176747 -2.244274 0.438 0.128 -0.332 -0.045
H 6.679034 -2.203820 -1.976992 -0.015 -0.730 1.088 0.131
H 5.500292 -1.098069 -2.348122 -0.540 0.219 0.056 0.086
H 5.302801 -4.069285 -2.770982 0.350 0.051 -0.036 0.117
H 4.986101 -2.738832 -3.882657 -0.382 -0.070 0.029 0.121
H 3.105870 -4.206467 -2.218290 0.045 0.021 0.098 0.110
H 2.659439 -2.587858 -2.687704 0.266 0.226 -0.256 0.122
O 3.515812 -0.231054 -3.848160 -0.708 1.617 1.493 0.081
C 3.096088 0.691981 -3.152187 0.774 -2.176 -1.368 -0.444
O 2.035313 0.514405 -2.304402 1.529 1.328 -0.904 0.016
C 1.781855 1.796493 -1.660339 -0.873 0.251 -0.413 -0.150
C 2.604349 2.899384 -2.351730 -0.160 -0.223 0.060 -0.160
C 3.579503 2.135223 -3.214942 -0.013 0.537 0.269 -0.113
H 1.995014 1.616541 -0.606635 -0.243 0.491 -0.061 0.071
H 0.742583 2.040901 -1.880053 -0.032 -0.436 0.785 0.091
H 3.139238 3.516826 -1.630092 -0.264 0.097 -0.020 0.106
H 1.994136 3.519747 -3.008149 -0.282 0.144 0.450 0.100
H 4.531748 2.435190 -2.777501 0.490 -1.269 -0.385 0.081
H 3.597266 2.475108 -4.250438 -0.054 -0.253 -0.029 0.128
O -0.908927 1.119351 -0.590685 -0.155 -0.556 0.209 0.082
C -0.924555 0.213826 0.219994 1.898 0.924 -2.366 -0.459
O -1.729333 0.273173 1.238237 -1.655 0.469 0.701 -0.040
C -1.530530 -0.790930 2.119275 1.531 -1.796 0.449 -0.229
C -0.720515 -1.836394 1.321495 -0.030 -0.958 0.438 -0.193
C -0.066211 -1.058656 0.214687 -0.627 0.269 0.023 -0.084
H -2.449742 -1.200192 2.538374 -0.085 0.420 -0.111 0.097
H -0.849867 -0.450454 2.899582 -0.442 0.200 0.338 0.065
H -1.292231 -2.662345 0.898348 -0.368 0.234 0.166 0.006
H 0.023592 -2.310041 1.961872 -0.083 -0.017 0.036 0.068
H -0.147537 -1.569543 -0.744724 0.028 0.256 -0.034 0.073
H 1.000120 -0.942888 0.408666 -0.198 0.567 -0.277 0.027
O 2.568646 -4.883659 4.677166 -0.469 2.024 0.143 0.059
C 2.117681 -3.771371 4.929252 1.357 -2.966 -1.749 -0.495
O 1.445668 -3.575969 6.039819 -0.106 0.267 0.991 0.047
C 1.058311 -2.220491 6.149347 -1.403 0.804 -0.087 -0.142
C 1.017710 -1.671161 4.699939 1.235 -0.349 -0.037 -0.131
C 2.165508 -2.514486 4.081336 -0.728 -0.225 0.114 -0.080
H 1.727151 -1.661166 6.803500 0.260 -0.069 -0.114 0.127
H 0.088053 -2.280737 6.642381 -0.065 0.434 -0.090 0.126
H 1.216753 -0.608328 4.562610 -0.115 0.007 0.478 0.051
H 0.091324 -1.892201 4.169803 -0.080 -0.213 0.339 0.091
H 3.169052 -2.101251 4.182478 -0.084 0.289 -0.002 0.124
H 1.987145 -2.753081 3.032832 0.263 -0.134 0.033 0.104
O -5.504157 6.048214 1.103550 0.813 -1.161 -0.805 0.089
C -4.727774 5.239808 0.602910 -2.097 3.423 2.101 -0.552
O -4.338013 4.195272 1.281067 1.066 -2.626 1.732 0.024
C -3.446553 3.299316 0.537294 -0.561 1.613 -2.174 -0.114
C -3.740251 3.857446 -0.880559 2.013 -0.592 -0.615 -0.140
C -4.036265 5.353772 -0.662473 -0.215 -1.285 -1.979 -0.067
H -3.675875 2.236604 0.615782 -0.360 0.335 0.529 0.083
H -2.373590 3.445939 0.661184 -0.139 0.234 1.127 0.118
H -4.493621 3.216805 -1.338959 -0.425 0.691 -0.181 0.120
H -2.835393 3.791509 -1.484694 -0.065 -0.425 -0.181 0.088
H -4.625988 5.768951 -1.479761 -0.270 0.057 0.327 0.132
H -3.168109 6.007741 -0.580383 0.283 -0.359 0.215 0.139
O -2.881600 0.383668 -5.273539 -0.617 -0.819 -0.962 0.139
C -2.192211 1.279218 -4.915568 0.691 -0.623 0.151 -0.551
O -1.063296 1.639718 -5.540625 1.318 -0.172 -1.675 0.036
C -0.326681 2.706117 -4.913263 -1.215 -0.495 0.602 -0.126
C -1.402663 3.246437 -3.957400 -0.332 -0.054 0.749 -0.123
C -2.345572 2.016147 -3.673002 1.128 1.770 0.356 -0.069
H 0.123158 3.384548 -5.638152 -0.767 0.117 -0.320 0.127
H 0.554988 2.326926 -4.396571 -0.212 -0.569 0.333 0.099
H -2.049742 3.981091 -4.436633 0.405 0.348 -0.017 0.117
H -0.922366 3.645763 -3.064113 -0.327 0.232 0.062 0.097
H -3.405088 2.240420 -3.549548 0.276 0.108 0.449 0.128
H -1.923833 1.379894 -2.894920 -0.301 0.068 0.332 0.119
C -6.880001 -0.166657 1.717449 -0.283 -0.694 -0.917 -1.446
Br -5.017752 -0.581565 1.130905 -1.150 0.632 0.389 0.554
Br -8.085488 -1.572481 0.864067 0.840 1.252 0.690 0.481
Br -7.493306 1.669700 1.341024 0.601 -1.269 0.184 0.572
H -6.927779 -0.352860 2.790362 0.020 0.176 -0.350 -0.027
C 0.119600 -6.621738 1.522681 1.117 0.333 0.818 -1.356
Br 1.210957 -7.569450 2.973232 -1.223 1.028 -1.225 0.514
Br 1.436929 -5.988572 0.132924 -1.257 -0.489 1.127 0.498
Br -1.030021 -5.113516 2.213078 1.158 -1.454 -0.368 0.553
H -0.570757 -7.374393 1.141885 0.338 0.335 -0.185 -0.026
C -0.944004 2.960236 4.659277 -0.733 -0.373 -0.468 -1.459
Br -2.400357 1.769207 3.970544 0.678 0.939 0.212 0.622
Br -1.260497 4.855781 4.193973 0.295 -1.300 0.231 0.563
Br 0.823584 2.280828 4.082614 -1.118 0.584 0.352 0.542
H -1.117579 2.814365 5.725434 0.692 0.391 -0.212 -0.032
C -2.927720 -3.534260 -1.857662 0.808 -1.637 -0.638 -1.413
Br -3.792124 -4.024829 -0.162928 0.387 0.677 -1.047 0.529
Br -3.753917 -4.564020 -3.362539 0.461 0.727 0.986 0.525
Br -0.958722 -4.043037 -1.762362 -1.491 0.372 -0.031 0.516
H -2.939423 -2.491393 -2.174543 -0.315 -0.162 0.591 -0.016
C 4.452686 1.450427 1.563952 -0.053 0.106 -0.481 -1.383
Br 4.066350 3.331587 2.082483 -0.030 -1.148 -0.666 0.537
Br 5.318410 1.248553 -0.263089 -0.750 0.386 1.616 0.640
Br 2.893305 0.214260 1.667904 1.329 1.135 0.151 0.674
H 5.201708 1.179296 2.307971 -0.268 -0.375 -0.405 -0.029
```
Positions in Å, forces in eV/Å.


Number 1: frontier orbital gap 0.2238 hartree. Number 2: frontier orbital gap 0.4210 hartree. Number 3: frontier orbital gap 0.3203 hartree.